Entry 1:
{
  "formula": "C13H6Cl3O3PdS",
  "method": "the ωB97M-V functional and the def2-TZVPD basis",
  "elements": ["Pd", "O", "C", "O", "C", "C", "C", "C", "C", "C", "S", "H", "H", "H", "H", "Cl", "C", "C", "C", "Cl", "C", "O", "C", "Cl", "C", "H", "H"],
  "coordinates": [[0.32, -0.03, 0.05], [-3.64, 0.97, -1.59], [-2.80, 0.50, -0.82], [-1.55, 0.61, -1.01], [-3.35, -0.25, 0.41], [-4.74, -0.28, 0.46], [-5.45, -0.89, 1.47], [-4.75, -1.51, 2.50], [-3.37, -1.50, 2.48], [-2.65, -0.88, 1.45], [-0.92, -1.01, 1.67], [-5.26, 0.22, -0.35], [-6.53, -0.89, 1.47], [-5.28, -2.00, 3.30], [-2.81, -1.98, 3.27], [7.52, 0.62, -1.04], [5.80, 0.68, -1.13], [5.03, 0.09, -0.15], [3.65, 0.15, -0.26], [2.66, -0.58, 0.96], [2.97, 0.80, -1.32], [1.70, 0.87, -1.43], [3.84, 1.39, -2.29], [3.10, 2.19, -3.61], [5.21, 1.33, -2.21], [5.48, -0.42, 0.69], [5.82, 1.80, -2.97]],
  "lowdin_charge": [0.537, 0.008, -0.627, -0.093, -0.135, -0.044, -0.102, -0.111, -0.165, -0.604, 0.600, 0.108, 0.091, 0.093, 0.081, 0.628, -0.710, -0.151, -0.562, 0.729, -0.513, -0.199, -0.604, 0.699, -0.154, 0.100, 0.100],
  "total_charge": -1,
  "e_tot_ha": -2631.46986,
  "homo_ev": [-4.98, -4.98],
  "spin_multiplicity": 1
}

Entry 2:
{
  "formula": "C5H15NO2",
  "method": "the ωB97M-V functional and the def2-TZVPD basis",
  "elements": ["C", "N", "C", "C", "C", "O", "C", "H", "H", "H", "H", "H", "H", "H", "H", "H", "H", "H", "H", "H", "H", "H", "O"],
  "coordinates": [[0.45, 0.58, -2.23], [0.77, 0.13, -0.89], [-0.37, -0.62, -0.39], [-1.06, 0.32, 0.70], [-1.82, 1.46, 0.04], [-0.28, 1.13, 1.59], [-0.05, -2.12, -0.08], [0.56, -0.28, -2.95], [1.01, 1.49, -2.68], [-0.53, 1.02, -2.32], [1.73, -0.21, -0.79], [-1.14, -0.73, -1.22], [-1.61, -0.47, 1.38], [-2.52, 1.66, 0.73], [-2.42, 1.32, -0.94], [-1.15, 2.26, -0.21], [0.15, 1.84, 1.10], [0.77, -2.02, 0.61], [-0.80, -2.60, 0.39], [0.10, -2.59, -1.08], [2.36, -0.27, 2.41], [2.85, -0.96, 3.72], [3.00, -0.36, 3.10]],
  "lowdin_charge": [-0.152, -0.093, -0.373, -0.356, -0.070, -0.069, -0.027, 0.089, 0.098, 0.045, 0.125, 0.136, 0.176, 0.030, 0.111, 0.082, 0.079, 0.067, 0.021, 0.097, 0.016, -0.048, 0.017],
  "e_tot_ha": -404.63645,
  "homo_ev": -8.78,
  "spin_multiplicity": 1,
  "smiles": "CN[C@@H](C)[C@H](C)O.O"
}

Entry 3:
{
  "formula": "C4H7N3",
  "method": "the ωB97M-V functional and the def2-TZVPD basis",
  "elements": ["N", "C", "C", "C", "N", "C", "N", "H", "H", "H", "H", "H", "H", "H"],
  "coordinates": [[1.16, -2.08, -0.52], [0.35, -1.01, -0.25], [0.66, 0.26, 0.39], [-0.63, 1.06, 0.14], [-0.66, 2.35, 0.72], [-1.66, 0.26, -0.24], [-0.95, -0.99, -0.50], [0.96, -2.57, -1.38], [2.15, -1.92, -0.40], [1.67, 0.66, 0.40], [-1.61, 2.60, 0.97], [-0.31, 3.04, 0.06], [0.30, 0.15, 1.42], [-1.44, -1.81, -0.81]],
  "lowdin_charge": [0.141, -0.351, -0.068, -0.452, 0.034, -0.091, 0.037, 0.104, 0.100, 0.121, 0.069, 0.072, 0.152, 0.133],
  "e_tot_ha": -320.77891,
  "homo_ev": -7.26,
  "spin_multiplicity": 1
}

Entry 4:
{
  "formula": "C4H9NO2",
  "method": "the ωB97M-V functional and the def2-TZVPD basis",
  "elements": ["C", "C", "O", "C", "N", "C", "O", "H", "H", "H", "H", "H", "H", "H", "H", "H"],
  "coordinates": [[-0.13, 0.27, 1.44], [-1.49, -0.40, 1.12], [-1.41, -1.76, 0.62], [0.69, 0.74, 0.28], [0.48, 0.12, -0.91], [1.18, 0.34, -2.14], [1.50, 1.64, 0.41], [-0.45, 1.19, 1.95], [0.49, -0.28, 2.14], [-1.91, 0.11, 0.26], [-2.06, -0.39, 2.04], [-0.80, -2.24, 1.20], [-0.19, -0.62, -0.94], [0.51, 0.63, -2.95], [1.85, 1.19, -2.09], [1.75, -0.54, -2.44]],
  "lowdin_charge": [-0.090, -0.223, -0.095, -0.515, 0.016, -0.074, 0.045, 0.127, 0.129, 0.118, 0.111, 0.089, 0.113, 0.082, 0.084, 0.083],
  "e_tot_ha": -363.04790,
  "homo_ev": -9.56,
  "spin_multiplicity": 1,
  "smiles": "CNC(=O)CCO"
}

Entry 5:
{
  "formula": "C5H6N",
  "method": "the ωB97M-V functional and the def2-TZVPD basis",
  "elements": ["C", "C", "C", "C", "C", "N", "H", "H", "H", "H", "H", "H"],
  "coordinates": [[-0.68, 1.32, -0.91], [-1.42, 0.79, -0.13], [-0.13, -2.06, 2.26], [-0.18, 2.08, -2.08], [0.82, -1.56, 1.28], [-0.53, -1.14, 1.48], [0.76, 1.67, -2.12], [-0.03, 3.16, -1.85], [-0.65, 1.70, -2.95], [1.01, -2.28, 0.38], [-0.46, -2.79, 3.11], [1.50, -0.88, 1.54]],
  "lowdin_charge": [-0.117, 0.259, 0.056, -0.022, -0.077, 0.188, 0.058, 0.131, 0.095, 0.164, 0.199, 0.066],
  "total_charge": 1,
  "e_tot_ha": -248.20184,
  "homo_ev": [-15.02, -15.50],
  "spin_multiplicity": 1
}

Entry 6:
{
  "formula": "C21H25BCdF4N3O2",
  "method": "the ωB97M-V functional and the def2-TZVPD basis",
  "elements": ["Cd", "C", "N", "C", "C", "C", "N", "C", "C", "C", "C", "C", "C", "C", "O", "C", "C", "C", "N", "C", "C", "C", "C", "C", "C", "C", "O", "H", "H", "H", "H", "H", "H", "H", "H", "H", "H", "H", "H", "H", "H", "H", "H", "H", "H", "H", "H", "H", "H", "H", "H", "H", "F", "B", "F", "F", "F"],
  "coordinates": [[-0.13, 0.01, -0.35], [2.70, 1.62, -0.01], [1.45, 1.60, 0.74], [0.78, 2.90, 0.70], [0.31, 3.30, -0.70], [-1.18, 3.08, -0.97], [-1.60, 1.72, -0.71], [-2.83, 1.55, -0.37], [-3.56, 0.34, -0.11], [-4.90, 0.54, 0.30], [-5.75, -0.50, 0.56], [-5.27, -1.81, 0.41], [-3.98, -2.04, 0.01], [-3.06, -0.99, -0.27], [-1.87, -1.29, -0.65], [1.72, 1.25, 2.15], [2.36, -0.11, 2.42], [1.60, -1.35, 1.94], [1.49, -1.36, 0.50], [2.22, -2.14, -0.19], [2.35, -2.19, -1.64], [3.09, -3.27, -2.14], [3.34, -3.44, -3.48], [2.84, -2.48, -4.37], [2.12, -1.41, -3.92], [1.83, -1.20, -2.53], [1.18, -0.15, -2.19], [3.38, 2.39, 0.37], [2.51, 1.78, -1.07], [3.19, 0.65, 0.06], [1.48, 3.67, 1.09], [-0.07, 2.85, 1.38], [0.88, 2.76, -1.46], [0.51, 4.36, -0.86], [-1.36, 3.31, -2.02], [-1.77, 3.78, -0.37], [-3.44, 2.46, -0.26], [-5.25, 1.56, 0.42], [-6.77, -0.32, 0.89], [-5.92, -2.65, 0.62], [-3.60, -3.05, -0.09], [0.77, 1.30, 2.69], [2.38, 2.02, 2.58], [2.45, -0.18, 3.51], [3.38, -0.14, 2.03], [0.60, -1.38, 2.37], [2.15, -2.24, 2.29], [2.85, -2.87, 0.34], [3.48, -3.99, -1.43], [3.91, -4.29, -3.84], [3.02, -2.59, -5.43], [1.73, -0.67, -4.60], [-1.17, 0.50, 1.93], [-1.57, -0.15, 3.16], [-1.62, -1.52, 2.93], [-2.80, 0.37, 3.55], [-0.58, 0.14, 4.12]],
  "lowdin_charge": [1.434, -0.097, -0.272, -0.209, -0.180, -0.246, -0.053, -0.122, -0.156, -0.070, -0.122, -0.102, -0.025, -0.395, -0.174, -0.208, -0.162, -0.207, -0.043, -0.117, -0.150, -0.081, -0.131, -0.115, -0.035, -0.396, -0.187, 0.094, 0.066, 0.070, 0.116, 0.121, 0.090, 0.108, 0.115, 0.112, 0.119, 0.100, 0.084, 0.094, 0.107, 0.093, 0.122, 0.117, 0.100, 0.092, 0.113, 0.121, 0.100, 0.084, 0.093, 0.103, 0.016, -1.259, 0.115, 0.126, 0.090],
  "total_charge": -1,
  "e_tot_ha": -1722.40200,
  "homo_ev": -4.63,
  "spin_multiplicity": 1
}

Entry 7:
{
  "formula": "C5H9NO",
  "method": "the ωB97M-V functional and the def2-TZVPD basis",
  "elements": ["C", "C", "C", "C", "C", "N", "O", "H", "H", "H", "H", "H", "H", "H", "H", "H"],
  "coordinates": [[-0.15, 0.03, -1.24], [2.20, -0.75, 0.35], [-2.20, 0.49, 0.40], [-0.84, -0.23, 0.30], [0.31, 0.77, 0.17], [1.62, 0.55, 0.07], [-0.72, -1.38, 0.79], [0.40, -0.86, -1.50], [-0.27, 0.77, -2.03], [0.04, 1.82, 0.10], [1.49, -1.50, 0.70], [2.98, -0.55, 1.10], [2.73, -1.10, -0.53], [-2.96, -0.17, -0.01], [-2.23, 1.45, -0.11], [-2.42, 0.64, 1.46]],
  "lowdin_charge": [0.156, -0.097, -0.017, -0.642, -0.260, 0.100, -0.073, 0.096, 0.093, 0.137, 0.076, 0.094, 0.091, 0.085, 0.074, 0.086],
  "e_tot_ha": -325.72582,
  "homo_ev": [-8.17, -8.17],
  "spin_multiplicity": 1
}

Entry 8:
{
  "formula": "C4H5ClN2S",
  "method": "the ωB97M-V functional and the def2-TZVPD basis",
  "elements": ["C", "C", "C", "C", "N", "N", "S", "Cl", "H", "H", "H", "H", "H"],
  "coordinates": [[-0.60, -1.29, -0.50], [0.45, -1.90, 1.28], [-0.62, -0.07, 0.19], [-0.78, 1.21, -0.37], [-0.09, -2.33, 0.19], [-1.14, 1.35, -1.55], [0.20, -0.24, 1.73], [-0.40, 2.47, 0.79], [-0.88, -1.38, -1.56], [0.76, -2.61, 2.00], [2.34, 0.91, -0.25], [-1.36, 2.22, -1.92], [2.13, 1.66, -0.03]],
  "lowdin_charge": [-0.146, -0.460, -0.563, -0.873, -0.002, 0.143, 0.973, 0.621, 0.124, 0.060, 0.054, 0.043, 0.024],
  "e_tot_ha": -1123.24976,
  "homo_ev": -9.45,
  "spin_multiplicity": 1
}

Entry 9:
{
  "formula": "C4H8O2",
  "method": "the ωB97M-V functional and the def2-TZVPD basis",
  "elements": ["C", "O", "C", "C", "C", "O", "H", "H", "H", "H", "H", "H", "H", "H"],
  "coordinates": [[1.92, 0.07, -0.43], [0.78, -0.71, -0.11], [-0.45, -0.02, -0.24], [-1.55, -1.02, 0.09], [-0.48, 1.14, 0.75], [-0.51, 2.30, 0.42], [2.66, -0.57, -0.92], [1.67, 0.89, -1.12], [2.38, 0.51, 0.46], [-0.57, 0.40, -1.25], [-1.36, -1.94, -0.47], [-1.53, -1.26, 1.16], [-2.54, -0.63, -0.16], [-0.43, 0.84, 1.82]],
  "lowdin_charge": [-0.091, -0.156, -0.401, -0.032, -0.221, 0.070, 0.090, 0.093, 0.092, 0.153, 0.088, 0.084, 0.090, 0.141],
  "e_tot_ha": -307.65339,
  "homo_ev": -9.68,
  "spin_multiplicity": 1,
  "smiles": "CO[C@@H](C)C=O"
}

Entry 10:
{
  "formula": "C6H12O",
  "method": "the ωB97M-V functional and the def2-TZVPD basis",
  "elements": ["C", "C", "C", "C", "C", "C", "O", "H", "H", "H", "H", "H", "H", "H", "H", "H", "H", "H", "H"],
  "coordinates": [[-2.45, -0.70, 0.35], [-1.10, -0.90, -0.33], [0.02, 0.00, 0.21], [1.41, -0.41, -0.30], [2.46, 0.60, 0.16], [-0.29, 1.42, -0.20], [-0.75, 2.27, 0.53], [-3.20, -1.38, -0.07], [-2.39, -0.89, 1.43], [-2.82, 0.33, 0.22], [-0.78, -1.95, -0.21], [-1.20, -0.73, -1.41], [0.02, -0.03, 1.31], [1.39, -0.50, -1.39], [1.63, -1.41, 0.08], [3.43, 0.15, 0.39], [2.10, 1.11, 1.07], [2.62, 1.39, -0.58], [-0.11, 1.63, -1.28]],
  "lowdin_charge": [-0.099, -0.229, -0.341, -0.228, -0.101, -0.262, 0.063, 0.072, 0.079, 0.073, 0.114, 0.116, 0.151, 0.115, 0.112, 0.071, 0.079, 0.075, 0.142],
  "e_tot_ha": -311.04209,
  "homo_ev": -9.68,
  "spin_multiplicity": 1,
  "smiles": "CCC(C=O)CC"
}

Entry 11:
{
  "formula": "C6H12O",
  "method": "the ωB97M-V functional and the def2-TZVPD basis",
  "elements": ["C", "C", "C", "C", "O", "C", "C", "H", "H", "H", "H", "H", "H", "H", "H", "H", "H", "H", "H"],
  "coordinates": [[0.23, -1.97, -1.20], [-0.35, -1.65, 0.14], [0.26, -1.84, 1.31], [0.97, 1.11, -0.56], [-0.18, 1.34, -1.39], [0.00, 2.15, -0.23], [-1.01, 1.90, 0.86], [-0.29, -2.87, -1.54], [0.05, -1.17, -1.93], [1.31, -2.17, -1.15], [-1.37, -1.27, 0.11], [1.28, -2.22, 1.35], [-0.25, -1.65, 2.25], [0.96, 0.23, 0.07], [1.90, 1.38, -1.06], [0.28, 3.19, -0.42], [-1.23, 0.83, 0.93], [-1.93, 2.45, 0.64], [-0.62, 2.23, 1.83]],
  "lowdin_charge": [-0.108, -0.284, -0.025, -0.130, -0.060, -0.349, -0.038, 0.079, 0.070, 0.081, 0.099, 0.064, 0.056, 0.070, 0.114, 0.137, 0.061, 0.081, 0.084],
  "e_tot_ha": -310.97215,
  "homo_ev": -9.58,
  "spin_multiplicity": 1,
  "smiles": "C[C@H]1CO1.C=CC"
}

Entry 12:
{
  "formula": "C2H12N2O2",
  "method": "the ωB97M-V functional and the def2-TZVPD basis",
  "elements": ["C", "C", "N", "N", "H", "H", "H", "H", "H", "H", "H", "H", "H", "H", "O", "H", "H", "O"],
  "coordinates": [[-0.65, 1.39, 0.53], [-0.07, 0.03, 1.04], [0.93, 0.05, 2.08], [0.50, 2.32, 0.04], [-1.28, 1.06, -0.32], [-1.24, 2.00, 1.29], [-0.93, -0.61, 1.27], [0.54, -0.39, 0.13], [0.56, -0.02, 3.06], [1.69, -0.56, 1.90], [1.23, 1.66, -0.27], [0.92, 2.89, 0.74], [-3.13, 0.58, -5.36], [-3.55, -0.56, -4.36], [-2.92, -0.27, -5.04], [2.40, -3.25, 2.67], [1.81, -3.43, 1.29], [2.33, -2.79, 1.76]],
  "lowdin_charge": [-0.242, -0.327, -0.029, -0.030, 0.088, 0.111, 0.089, 0.133, 0.093, 0.010, 0.043, 0.029, 0.002, 0.046, -0.048, 0.094, 0.010, -0.073],
  "e_tot_ha": -343.34209,
  "homo_ev": -8.60,
  "spin_multiplicity": 1,
  "smiles": "NCCN.O.O"
}